{"formula": "C66H161O40P7", "method": "the ωB97M-V functional and the def2-TZVPD basis", "s2": 0.755, "multiplicity": 2, "gap_ev": [7.73, 1.29], "e_homo_ev": [-10.12, -10.12], "charge": 1, "elements": ["C", "O", "C", "C", "O", "C", "C", "O", "C", "H", "H", "H", "H", "H", "H", "H", "H", "H", "H", "H", "H", "H", "H", "C", "O", "C", "C", "O", "C", "C", "O", "C", "H", "H", "H", "H", "H", "H", "H", "H", "H", "H", "H", "H", "H", "H", "C", "O", "C", "C", "O", "C", "C", "O", "C", "H", "H", "H", "H", "H", "H", "H", "H", "H", "H", "H", "H", "H", "H", "C", "O", "C", "C", "O", "C", "C", "O", "C", "H", "H", "H", "H", "H", "H", "H", "H", "H", "H", "H", "H", "H", "H", "C", "C", "O", "P", "O", "O", "C", "C", "O", "C", "C", "H", "H", "H", "H", "H", "H", "H", "H", "H", "H", "H", "H", "H", "H", "H", "C", "C", "O", "P", "O", "O", "C", "C", "O", "C", "C", "H", "H", "H", "H", "H", "H", "H", "H", "H", "H", "H", "H", "H", "H", "H", "C", "C", "O", "P", "O", "O", "C", "C", "O", "C", "C", "H", "H", "H", "H", "H", "H", "H", "H", "H", "H", "H", "H", "H", "H", "H", "C", "C", "O", "P", "O", "O", "C", "C", "O", "C", "C", "H", "H", "H", "H", "H", "H", "H", "H", "H", "H", "H", "H", "H", "H", "H", "C", "C", "O", "P", "O", "O", "C", "C", "O", "C", "C", "H", "H", "H", "H", "H", "H", "H", "H", "H", "H", "H", "H", "H", "H", "H", "C", "C", "O", "P", "O", "O", "C", "C", "O", "C", "C", "H", "H", "H", "H", "H", "H", "H", "H", "H", "H", "H", "H", "H", "H", "H", "C", "C", "O", "P", "O", "O", "C", "C", "O", "C", "C", "H", "H", "H", "H", "H", "H", "H", "H", "H", "H", "H", "H", "H", "H", "H"], "xyz": [[18.046440, 13.771739, 5.318085], [17.789656, 13.607287, 3.905981], [19.001630, 13.350367, 3.174856], [18.705388, 13.468030, 1.729010], [17.994068, 12.309343, 1.340675], [18.091572, 12.007157, -0.062354], [17.203655, 12.931907, -0.928102], [17.659127, 14.267568, -0.850858], [16.863524, 15.185991, -1.599227], [17.132249, 14.112601, 5.804067], [18.838221, 14.487938, 5.537717], [18.242293, 12.766657, 5.691625], [19.617577, 12.479500, 3.399153], [19.633335, 14.226558, 3.320907], [19.641941, 13.424574, 1.173056], [18.184160, 14.408511, 1.550367], [17.654688, 11.009198, -0.098384], [19.114174, 12.093327, -0.429715], [16.196138, 12.861299, -0.518185], [17.123917, 12.508366, -1.929273], [15.839717, 15.068065, -1.244266], [16.825040, 15.063748, -2.681668], [17.189683, 16.199915, -1.367553], [19.807501, 13.123478, 12.470098], [19.194308, 13.940555, 11.495736], [18.487637, 13.194215, 10.461255], [18.328679, 14.141844, 9.217853], [19.465129, 14.050400, 8.340659], [20.728767, 14.512409, 8.740121], [21.793106, 14.501287, 7.586949], [22.214248, 13.227349, 7.075279], [23.039343, 12.460887, 7.956658], [19.049457, 12.549740, 13.003281], [20.160743, 13.784734, 13.261332], [20.690117, 12.577338, 12.137189], [17.529275, 12.807179, 10.807427], [18.994246, 12.281385, 10.147901], [18.345889, 15.172719, 9.571548], [17.406374, 13.934977, 8.675031], [21.109486, 13.957599, 9.597638], [20.622096, 15.509741, 9.166792], [22.704632, 15.058254, 7.803753], [21.283715, 15.038283, 6.786796], [23.444740, 11.660023, 7.338287], [22.488196, 12.013377, 8.783739], [23.923383, 13.030886, 8.242443], [15.156592, 15.358051, 2.947770], [13.910271, 15.298523, 2.385472], [13.802868, 14.184078, 1.471651], [12.530605, 14.366994, 0.624214], [12.483842, 13.766959, -0.696937], [12.540865, 12.365954, -0.670019], [12.784178, 11.803023, -2.092967], [14.109711, 11.971476, -2.541647], [14.282352, 13.138338, -3.245869], [15.140231, 16.212144, 3.624784], [15.925889, 15.549742, 2.199746], [15.528312, 14.537383, 3.561311], [13.785270, 13.266329, 2.059472], [14.709822, 14.032584, 0.886345], [12.603265, 15.447709, 0.502274], [11.619868, 14.189086, 1.196053], [11.637424, 11.860763, -0.328431], [13.339743, 12.134787, 0.034564], [12.060760, 12.089067, -2.856468], [12.563607, 10.742281, -1.973482], [13.807700, 13.156612, -4.226935], [15.369998, 13.155531, -3.315405], [13.969194, 14.044125, -2.726666], [11.165764, 12.533574, 3.303925], [10.027282, 12.949723, 2.534505], [9.018241, 13.659923, 3.242078], [8.043518, 12.749985, 3.973966], [7.586076, 11.654799, 3.202063], [6.709000, 10.743923, 3.841801], [7.370433, 9.695429, 4.727687], [7.887136, 8.438865, 4.169699], [8.882115, 8.728700, 3.172634], [10.802286, 11.978178, 4.168512], [11.743711, 13.378749, 3.677779], [11.780076, 11.966625, 2.604441], [8.460030, 14.311077, 2.569384], [9.477707, 14.284590, 4.008095], [7.213903, 13.381311, 4.292189], [8.581435, 12.322309, 4.820041], [6.123172, 10.299051, 3.037437], [5.979825, 11.322571, 4.408875], [6.729981, 9.553599, 5.598213], [8.266398, 10.109408, 5.190247], [9.090844, 7.896097, 2.500852], [9.796807, 9.165575, 3.573352], [8.552450, 9.440566, 2.415904], [15.179838, 1.767787, 9.210294], [15.458405, 2.971407, 8.284879], [15.035743, 4.185713, 8.988433], [13.441807, 4.571965, 9.194638], [12.543771, 4.069425, 8.085124], [13.030115, 3.962621, 10.646981], [13.646181, 4.506365, 11.808869], [13.823774, 3.460269, 12.873398], [13.542421, 6.155964, 9.366218], [12.479587, 7.048745, 9.041956], [11.394099, 6.977372, 10.123461], [15.933455, 1.706575, 9.995412], [14.183319, 1.731555, 9.650444], [15.302270, 0.842104, 8.647959], [16.525616, 3.051514, 8.078140], [15.025134, 2.798380, 7.299768], [14.574467, 5.036696, 11.596407], [12.990172, 5.287484, 12.193079], [14.599187, 2.746804, 12.594451], [14.159176, 4.061770, 13.718262], [12.944189, 2.865279, 13.119244], [12.935728, 8.017781, 8.839464], [12.078059, 6.661052, 8.105709], [11.865569, 7.216853, 11.076592], [10.579763, 7.669832, 9.910245], [10.996307, 5.966318, 10.210849], [23.170412, 6.664352, 4.032891], [22.743001, 7.748906, 5.035551], [21.377037, 8.179082, 4.957345], [20.159704, 7.054798, 5.001098], [19.983549, 6.158418, 3.829456], [20.350472, 6.332290, 6.443074], [21.208422, 5.157943, 6.614044], [20.624573, 4.230574, 7.578094], [18.890084, 8.024272, 5.304794], [18.005167, 8.400443, 4.270244], [18.654216, 9.282823, 3.219820], [23.053898, 7.020935, 3.009477], [24.234205, 6.459004, 4.152368], [22.642523, 5.712238, 4.086903], [22.904812, 7.512408, 6.087209], [23.347576, 8.650426, 4.936238], [21.322867, 4.594449, 5.688038], [22.232408, 5.379535, 6.914803], [21.224625, 3.324742, 7.664744], [20.651767, 4.724145, 8.549572], [19.597786, 3.939762, 7.356215], [17.560934, 7.516298, 3.813025], [17.223979, 8.966570, 4.777532], [18.977616, 10.224865, 3.662621], [19.454174, 8.709542, 2.751290], [17.986978, 9.623558, 2.428114], [17.051821, 6.543354, 9.623759], [18.204276, 7.152068, 8.918680], [19.300850, 7.195546, 9.755809], [19.585136, 8.649692, 10.471901], [18.593449, 9.057464, 11.554672], [19.604328, 9.621843, 9.159069], [20.531999, 9.505824, 8.099184], [20.164527, 10.562127, 7.084450], [21.138122, 8.533272, 10.908159], [21.839852, 9.566347, 11.487394], [22.594473, 9.008377, 12.702274], [16.104144, 6.700985, 9.108830], [17.214842, 5.471989, 9.740758], [16.834270, 6.938615, 10.616001], [18.476056, 6.577868, 8.032943], [17.934226, 8.085031, 8.423950], [21.528567, 9.720134, 8.485213], [20.481488, 8.483284, 7.725070], [20.913455, 10.590828, 6.293002], [19.139283, 10.492047, 6.721046], [20.290595, 11.542427, 7.544032], [22.640096, 9.917723, 10.836056], [21.194922, 10.403090, 11.755754], [22.889267, 7.959184, 12.682366], [23.460519, 9.658530, 12.826181], [21.922526, 9.140211, 13.550342], [12.563379, 11.159906, 9.452698], [11.576869, 11.275154, 8.297488], [10.620588, 12.296822, 8.619973], [10.671806, 13.722179, 7.834848], [11.029598, 13.597271, 6.387671], [9.302839, 14.419711, 8.186828], [8.063707, 13.959409, 7.712184], [7.244543, 15.206910, 7.206165], [11.794313, 14.585936, 8.631573], [11.670434, 14.889406, 10.003729], [13.019533, 15.080213, 10.603877], [13.323551, 11.939564, 9.403994], [12.036964, 11.388294, 10.379431], [13.070847, 10.200817, 9.556273], [12.036215, 11.404155, 7.317459], [11.047330, 10.326335, 8.211417], [8.241842, 13.206168, 6.944718], [7.576346, 13.432527, 8.532543], [6.384602, 14.828423, 6.653585], [6.819326, 15.764525, 8.040652], [7.831626, 15.781192, 6.489483], [11.125621, 15.804806, 10.234660], [11.173892, 14.133183, 10.611725], [13.679162, 14.213772, 10.556098], [13.603519, 15.913563, 10.213252], [12.907691, 15.210061, 11.680324], [12.385322, 1.899061, 4.813245], [12.813828, 3.029881, 3.791619], [12.231803, 4.272557, 4.141752], [10.908161, 4.984909, 3.434510], [9.819098, 4.087186, 2.987473], [10.479501, 6.028669, 4.569614], [10.243315, 5.521088, 5.856338], [9.656801, 6.695710, 6.678690], [11.568971, 5.862012, 2.239642], [12.719266, 6.722964, 2.512392], [13.250611, 7.280130, 1.219558], [12.509977, 0.930658, 4.328717], [13.021728, 1.936056, 5.697390], [11.346186, 2.092657, 5.079372], [13.892844, 3.134411, 3.905180], [12.662077, 2.761885, 2.746033], [9.516227, 4.712952, 5.935993], [11.174636, 5.201566, 6.323933], [8.641715, 6.937610, 6.363763], [9.647975, 6.404788, 7.729108], [10.302699, 7.554648, 6.496598], [12.335909, 7.486634, 3.189094], [13.497981, 6.118662, 2.977703], [12.496145, 7.619868, 0.510011], [13.823076, 8.185053, 1.423289], [13.978551, 6.601464, 0.775015], [18.138614, 2.989775, 4.916545], [18.876310, 3.071484, 3.595340], [18.515130, 1.888737, 2.866046], [17.293568, 1.921489, 1.760460], [15.908983, 2.000738, 2.303033], [17.747894, 3.178902, 0.785760], [16.923525, 4.229115, 0.327822], [17.034433, 5.453200, 1.216426], [17.562069, 0.582236, 0.869047], [16.570008, 0.072670, -0.041375], [17.385375, -0.853202, -0.905617], [18.228297, 3.951527, 5.421615], [17.059511, 2.836135, 4.910454], [18.553781, 2.187355, 5.526337], [18.667525, 4.000465, 3.064753], [19.957442, 3.004233, 3.716710], [17.531639, 4.550020, -0.517941], [15.941669, 3.886017, 0.001715], [16.543767, 5.396012, 2.188072], [18.102513, 5.505296, 1.427614], [16.695490, 6.338587, 0.678542], [15.748997, -0.442308, 0.457464], [16.211141, 0.832404, -0.735716], [18.213885, -0.329574, -1.382559], [17.652537, -1.816475, -0.471071], [16.832060, -1.283455, -1.740377], [15.499620, 10.832798, 2.532450], [14.400294, 10.379343, 3.462999], [14.899055, 9.293058, 4.279275], [14.105320, 9.107787, 5.731895], [12.601586, 9.000630, 5.655911], [14.896754, 7.874991, 6.421300], [14.497102, 6.572406, 6.061692], [15.536294, 6.024156, 5.052876], [14.665523, 10.409441, 6.576404], [16.004764, 10.467216, 6.953506], [16.075625, 10.398184, 8.481276], [16.302349, 11.339169, 3.068467], [15.924614, 9.969700, 2.020049], [15.215126, 11.382670, 1.635350], [14.208113, 11.240252, 4.103313], [13.451528, 10.112032, 2.997731], [14.445460, 6.014423, 6.996616], [13.546047, 6.565135, 5.529199], [15.549259, 6.607694, 4.132329], [16.561173, 6.036326, 5.423797], [15.225157, 5.015594, 4.780689], [16.685082, 9.714508, 6.555139], [16.325289, 11.453374, 6.617548], [15.466154, 11.104047, 9.045558], [15.777765, 9.431956, 8.888437], [17.065441, 10.525846, 8.919527]], "forces_ev_per_angstrom": [[-0.78, -0.85, -1.13], [0.87, -0.23, 0.99], [-0.04, 1.89, 0.14], [-0.02, -1.10, -0.36], [-0.16, 0.09, -0.89], [-1.32, 1.05, 0.33], [-0.02, -0.53, 1.04], [0.39, -0.03, -0.95], [-0.53, -0.11, 0.83], [-0.16, 0.13, -0.25], [0.29, -0.05, -0.15], [0.51, 0.05, 0.50], [-0.61, -0.46, 0.48], [0.49, 0.16, 0.51], [0.31, 0.56, 0.00], [-0.12, -0.11, -0.27], [0.41, -0.14, -0.50], [0.25, -0.37, 0.18], [-0.37, 0.11, 0.10], [0.34, 0.24, -0.40], [-0.33, 0.21, -0.04], [0.50, -0.39, -0.09], [0.16, -0.16, 0.02], [0.04, 0.50, 1.53], [-0.85, -0.99, -2.20], [1.44, 0.79, 0.52], [0.54, 0.61, 0.45], [-0.24, -1.13, 0.21], [0.85, 0.56, -0.27], [-0.46, -1.04, -0.67], [-1.00, 0.78, 0.82], [0.33, 0.13, -1.12], [0.11, -0.70, -0.45], [0.14, 0.35, -0.26], [-0.36, -0.34, -0.37], [-0.52, 0.66, -0.05], [0.57, -0.14, 0.11], [-0.32, 0.08, 0.35], [0.44, -0.21, -0.32], [-0.19, -0.74, 0.46], [-0.10, 0.33, -0.03], [-0.26, 0.31, 0.80], [0.20, -0.23, -0.39], [-0.26, -0.16, 0.04], [-0.03, 0.21, 0.25], [-0.15, 0.21, 0.54], [1.33, 1.18, 0.91], [-1.18, -1.34, -1.41], [-0.31, -0.89, 0.67], [0.55, 1.00, -0.40], [-0.05, 1.00, 1.24], [0.16, -0.01, -1.04], [0.06, -0.67, 1.34], [-1.12, -1.14, 0.74], [1.32, 1.07, -0.35], [0.06, 0.20, -0.01], [0.23, -0.01, -0.25], [-0.52, -0.70, -0.17], [-0.25, -0.16, 0.37], [0.16, 0.66, -0.53], [-0.53, 0.10, -0.66], [0.01, -0.43, -0.04], [-0.48, 0.36, 0.36], [0.33, -0.82, -0.26], [-0.12, 0.74, 0.16], [0.49, -0.35, -0.08], [-0.02, -0.29, -0.23], [0.02, 0.57, -0.69], [-0.17, -0.04, 0.31], [-1.10, 0.43, -0.16], [0.05, 0.41, -0.25], [0.22, -0.66, -0.01], [0.38, -0.93, 0.13], [0.27, 0.42, -0.79], [0.04, 0.15, -0.52], [1.46, -0.34, 0.35], [-0.73, 1.31, -0.59], [-0.49, 0.37, -0.79], [0.44, -0.41, 0.00], [0.00, 0.25, 0.02], [-0.08, -0.28, 0.27], [0.28, -0.17, -0.42], [0.04, 0.24, 0.16], [-0.26, 0.01, 0.36], [-0.09, 0.20, 0.54], [0.13, -0.32, -0.04], [-0.07, -0.02, 0.49], [-0.26, -0.99, -0.31], [0.18, 0.69, 0.02], [0.06, -0.72, 0.90], [0.16, -0.26, 0.43], [-0.51, 0.53, 0.31], [0.69, -0.23, -0.56], [-0.61, -0.84, 1.16], [-1.40, 0.58, -0.40], [-0.39, -1.89, -1.71], [1.67, 1.09, 2.27], [0.48, 0.59, -1.92], [-0.59, 0.46, 0.56], [0.63, 0.02, -0.15], [1.29, -1.05, 0.58], [-1.24, -0.93, -0.55], [0.80, 0.42, -0.16], [-0.14, 0.24, 0.21], [0.02, 0.34, -0.16], [-0.04, -0.05, -0.19], [0.06, 0.37, 0.42], [-0.70, 0.61, 0.15], [0.28, -0.36, -0.24], [-0.26, 0.05, 0.00], [0.15, 0.06, 0.05], [0.02, -0.50, 0.45], [-0.20, 0.44, -0.06], [-0.13, 0.02, 0.36], [-0.22, 0.38, -0.20], [-0.21, 0.20, 0.14], [0.04, 0.00, 0.05], [-0.03, -0.02, -0.22], [0.12, 0.45, 0.02], [0.29, -0.21, 0.35], [-1.61, -1.30, -0.52], [-0.17, 0.81, 0.12], [0.46, 0.87, 1.21], [0.47, 0.18, -0.86], [0.36, -0.33, -1.66], [-0.73, -0.31, 1.79], [2.28, -1.27, 0.78], [-1.04, 0.74, -0.99], [0.08, -0.01, 0.01], [-0.16, 0.12, 0.03], [0.05, 0.03, 0.19], [-0.15, 0.18, 0.29], [0.13, -0.73, 0.06], [-0.12, 0.07, -0.57], [-0.25, 0.49, -0.55], [-0.13, 0.82, 0.08], [0.08, 0.02, -0.13], [-0.28, -0.20, 0.30], [0.06, 0.08, -0.14], [0.06, -0.03, 0.03], [-0.09, -0.29, -0.12], [0.51, -0.16, 0.12], [0.29, 0.36, -0.03], [-0.27, -0.45, 0.12], [-1.27, -0.63, 0.46], [-1.65, -0.26, -2.00], [2.78, 2.28, 2.25], [-1.40, -0.54, 0.15], [2.50, -0.38, -2.73], [-0.91, 0.35, 2.49], [0.08, -0.12, -0.43], [0.50, 0.41, 0.18], [-2.53, -1.59, -1.63], [1.79, 0.11, 1.12], [-0.77, 1.14, 0.58], [0.09, -0.23, -0.45], [-0.16, -0.02, 0.00], [0.54, 0.31, 0.11], [0.18, -0.48, 0.20], [0.14, 0.62, 0.60], [0.22, -0.23, -0.02], [0.19, 0.05, -0.24], [-0.34, -0.36, -0.37], [0.18, -0.27, -0.18], [-0.23, 0.13, 0.24], [-0.35, 0.13, -0.73], [-0.02, 0.01, 0.13], [-0.05, 0.18, -0.57], [0.15, -0.23, 0.38], [0.27, -0.18, 0.33], [0.15, 0.79, 0.19], [0.33, -1.05, 0.25], [-0.39, 1.34, -0.75], [1.48, -0.74, -1.15], [-0.61, 0.21, 1.99], [1.83, 0.30, 0.89], [-1.37, 0.55, -0.68], [0.10, -1.91, 0.10], [-1.35, -0.47, -0.85], [0.08, 0.24, 1.25], [1.36, -0.18, 0.77], [0.17, 0.03, -0.24], [-0.19, -0.35, 0.09], [-0.17, -0.04, -0.24], [0.07, 0.45, 0.10], [-0.38, 0.12, 0.06], [-0.19, 0.22, -0.36], [-0.22, 0.20, 0.05], [-0.09, -0.10, -0.07], [0.49, 0.27, -0.08], [0.07, 0.20, 0.39], [-0.36, 0.16, -0.79], [-0.23, -0.51, -0.52], [-0.18, -0.35, -0.43], [-0.30, 0.18, -0.13], [-0.15, 0.37, 0.08], [0.21, 1.17, -1.28], [0.36, -1.49, 0.92], [-1.61, 1.52, -0.42], [0.76, -1.14, -0.22], [1.36, 0.79, 0.25], [0.80, -0.47, -1.82], [-0.75, 0.97, 2.37], [0.40, -0.62, -0.53], [-0.36, -0.46, 0.95], [-0.91, -0.35, 0.01], [0.49, 0.55, -0.11], [-0.16, -0.03, 0.10], [-0.18, 0.10, 0.05], [0.02, -0.33, 0.08], [0.08, 0.29, -0.16], [-0.45, 0.00, 0.07], [0.12, -0.28, -0.73], [0.08, -0.16, -0.17], [0.08, -0.01, -0.09], [0.03, 0.14, 0.09], [-0.04, 0.20, 0.27], [0.34, 0.18, 0.11], [-0.09, 0.08, 0.28], [-0.18, -0.47, 0.04], [0.16, 0.12, 0.31], [-0.37, -0.16, -0.32], [0.21, 0.61, 0.75], [-0.79, -0.36, 0.26], [-1.40, -0.57, -2.57], [0.20, 0.28, -0.05], [1.36, 0.26, -0.55], [-0.16, -2.54, 1.83], [0.72, 0.86, -0.71], [-0.06, -0.42, 0.52], [0.04, 1.92, 1.77], [0.82, -0.50, -0.87], [-0.40, -1.35, -1.13], [0.39, 0.06, 0.32], [0.00, -0.19, -0.85], [0.09, 0.10, 0.12], [-0.11, -0.18, -0.18], [-0.06, 0.08, 0.15], [-0.66, -0.09, -0.70], [-0.05, 0.11, 0.31], [-0.32, -0.16, -0.04], [0.07, 0.51, -0.01], [0.05, 0.04, 0.06], [0.09, 0.31, 0.23], [-0.28, 0.44, 0.51], [0.19, -0.13, 0.43], [0.68, 0.47, 0.80], [-0.67, 0.60, -0.29], [0.41, -1.08, -0.80], [0.02, 1.05, 0.08], [-1.17, -0.45, 1.69], [-0.44, 0.45, -0.50], [3.08, 0.43, 0.22], [-0.70, 2.88, -0.31], [0.91, -1.39, -1.39], [-0.55, -0.21, 0.42], [-2.07, -2.25, -1.34], [1.05, 1.02, 1.75], [0.26, -0.24, 0.93], [-0.12, 0.11, -0.14], [0.25, -0.42, 0.34], [-0.54, 0.67, 0.52], [-0.37, -0.02, 0.29], [0.15, -0.27, -0.15], [-0.04, -0.19, -0.32], [-0.33, 0.06, 0.42], [-0.27, 0.18, 0.05], [-0.05, -0.15, 0.31], [0.22, -0.18, 0.02], [-0.38, -0.16, -0.34], [0.40, 0.03, -0.09], [-0.34, 0.32, -0.60], [-0.19, -0.29, -0.39], [0.49, 0.05, -0.51]], "lowdin_spin": [0.001, 0.005, 0.000, 0.000, 0.000, 0.000, 0.000, 0.000, 0.000, 0.000, 0.001, 0.000, 0.000, 0.000, 0.000, 0.000, 0.000, 0.000, 0.000, 0.000, 0.000, 0.000, 0.000, 0.009, 0.133, 0.072, 0.049, 0.487, 0.080, 0.016, 0.027, 0.004, 0.003, 0.001, 0.004, 0.023, 0.000, 0.015, 0.001, 0.046, 0.017, 0.002, 0.002, 0.000, 0.003, 0.000, 0.000, 0.000, 0.000, 0.000, 0.000, 0.000, 0.000, 0.000, 0.000, 0.000, 0.000, 0.000, 0.000, 0.000, 0.000, 0.000, 0.000, 0.000, 0.000, 0.000, 0.000, 0.000, 0.000, 0.000, 0.000, 0.000, 0.000, 0.000, 0.000, 0.000, 0.000, 0.000, 0.000, 0.000, 0.000, 0.000, 0.000, 0.000, 0.000, 0.000, 0.000, 0.000, 0.000, 0.000, 0.000, 0.000, 0.000, 0.000, 0.000, 0.000, 0.000, 0.000, 0.000, 0.000, 0.000, 0.000, 0.000, 0.000, 0.000, 0.000, 0.000, 0.000, 0.000, 0.000, 0.000, 0.000, 0.000, 0.000, 0.000, 0.000, 0.000, 0.000, 0.000, 0.000, 0.000, 0.000, 0.000, 0.000, 0.000, 0.000, 0.000, 0.000, 0.000, 0.000, 0.000, 0.000, 0.000, 0.000, 0.000, 0.000, 0.000, 0.000, 0.000, 0.000, 0.000, 0.000, 0.000, 0.000, 0.000, 0.000, 0.000, 0.000, 0.000, 0.000, 0.000, 0.000, 0.000, 0.000, 0.000, 0.000, 0.000, 0.000, 0.000, 0.000, 0.000, 0.000, 0.000, 0.000, 0.000, 0.000, 0.000, 0.000, 0.000, 0.000, 0.000, 0.000, 0.000, 0.000, 0.000, 0.000, 0.000, 0.000, 0.000, 0.000, 0.000, 0.000, 0.000, 0.000, 0.000, 0.000, 0.000, 0.000, 0.000, 0.000, 0.000, 0.000, 0.000, 0.000, 0.000, 0.000, 0.000, 0.000, 0.000, 0.000, 0.000, 0.000, 0.000, 0.000, 0.000, 0.000, 0.000, 0.000, 0.000, 0.000, 0.000, 0.000, 0.000, 0.000, 0.000, 0.000, 0.000, 0.000, 0.000, 0.000, 0.000, 0.000, 0.000, 0.000, 0.000, 0.000, 0.000, 0.000, 0.000, 0.000, 0.000, 0.000, 0.000, 0.000, 0.000, 0.000, 0.000, 0.000, 0.000, 0.000, 0.000, 0.000, 0.000, 0.000, 0.000, 0.000, 0.000, 0.000, 0.000, 0.000, 0.000, 0.000, 0.000, 0.000, 0.000, 0.000, 0.000, 0.000, 0.000, 0.000, 0.000, 0.000, 0.000, 0.000, 0.000, 0.000, 0.000, 0.000, 0.000, 0.000, 0.000, 0.000, 0.000, 0.000]}